1.
A molecular structure, C48H46Cl5CrN4O5P2SSi2, computed with wB97M-V/def2-TZVPD.

Calculated values
- Expectation value of S²: 3.84
- HOMO energy (spin up / spin down): -2.71 / -2.95 eV
- LUMO energy (spin up / spin down): 4.13 / 4.13 eV

Structure (ORCA input):
```
! RIJCOSX wB97M-V def2-TZVPD def2/J DEFGRID3
* xyz -2 4
Cr -1.20448 -0.09402 0.09156
C 0.74432 -3.23044 -2.46031
Si 1.12034 -3.10962 -0.62047
C 0.25112 -4.54058 0.23150
C 2.96655 -3.59207 -0.59063
N 0.71267 -1.55801 -0.01050
P 1.23487 -0.74837 1.27550
C 0.30145 0.69947 1.46807
P 0.82673 1.85362 0.27875
N 0.50304 1.52686 -1.22484
Si 0.53860 2.09736 -2.82155
C -0.16543 3.77960 -3.30649
C -0.37232 0.85064 -3.87648
C 2.26813 2.16765 -3.63103
C 2.57971 2.43157 0.46823
C 3.41960 2.44407 -0.63719
C 4.70347 2.97132 -0.55780
C 5.16905 3.47524 0.64717
C 4.34696 3.43547 1.76910
C 3.06248 2.92294 1.67997
C 0.18362 3.48872 0.87384
C -0.35138 3.63313 2.14881
C -0.67109 4.89663 2.63705
C -0.44270 6.02549 1.86017
C 0.09168 5.88846 0.58364
C 0.40530 4.62708 0.09841
C 3.07124 -0.53985 1.30906
C 3.73590 -0.25783 2.50542
C 5.11733 -0.14170 2.53416
C 5.85368 -0.29263 1.36465
C 5.19742 -0.51446 0.16462
C 3.81272 -0.62524 0.13882
C 1.17830 -1.61871 2.90301
C 0.53381 -1.03314 3.98844
C 0.56611 -1.64733 5.23338
C 1.22981 -2.85714 5.40118
C 1.86297 -3.45302 4.31785
C 1.84839 -2.82642 3.07795
H 0.96447 -4.24831 -2.80325
H -0.30406 -3.02938 -2.67708
H 1.34958 -2.53265 -3.04717
H 0.68631 -5.49136 -0.09886
H 0.32393 -4.48935 1.32041
H -0.81063 -4.55350 -0.02213
H 3.04095 -4.67523 -0.73970
H 3.51118 -3.10816 -1.40815
H 3.48785 -3.34386 0.33677
H -1.24430 3.78311 -3.16368
H 0.24289 4.60803 -2.71722
H 0.05489 3.96959 -4.36412
H -1.44149 0.96815 -3.69146
H -0.17416 0.98744 -4.94664
H -0.10148 -0.16928 -3.59026
H 2.92966 2.92471 -3.19566
H 2.78159 1.19955 -3.59158
H 2.12850 2.42042 -4.68757
H 3.04682 2.03107 -1.56264
H 5.34453 2.97634 -1.43349
H 6.17159 3.88129 0.72180
H 4.71232 3.81085 2.71923
H 2.42322 2.90618 2.55674
H -0.49993 2.73975 2.74653
H -1.08930 5.00012 3.63234
H -0.67040 7.01015 2.25267
H 0.26841 6.76968 -0.02377
H 0.83500 4.50533 -0.89138
H 3.16466 -0.13393 3.41680
H 5.62210 0.05781 3.47339
H 6.93613 -0.22303 1.38803
H 5.76556 -0.59960 -0.75560
H 3.28571 -0.78500 -0.79463
H -0.01687 -0.11227 3.82525
H 0.06103 -1.18758 6.07553
H 1.24767 -3.33799 6.37263
H 2.36313 -4.40757 4.44050
H 2.36138 -3.28035 2.23663
Cl -4.41719 0.45757 -1.03523
C -4.27938 -0.50438 0.41077
C -3.01614 -0.91648 0.86008
C -3.08315 -1.87268 1.88360
Cl -1.63529 -2.66748 2.33082
C -4.25964 -2.30073 2.48324
Cl -4.22881 -3.51051 3.71862
C -5.47424 -1.75929 2.08267
Cl -6.94717 -2.23219 2.85195
C -5.48019 -0.87037 1.02254
Cl -6.98605 -0.20563 0.47860
O -2.52313 1.11585 2.92129
C -2.73611 1.80453 1.94298
C -3.67842 3.00166 1.95609
C -3.44953 3.66384 0.60678
C -2.58698 2.66099 -0.14492
O -2.30340 2.77846 -1.32145
N -2.20149 1.63286 0.67942
H -3.46775 3.63914 2.81425
H -4.69181 2.60778 2.06154
H -2.90387 4.60615 0.68093
H -4.35969 3.83232 0.03155
O -2.66323 -5.66281 -1.29262
S -3.40477 -4.43773 -1.45793
O -4.76986 -4.45682 -0.99510
N -2.60729 -3.15559 -0.88840
C -2.39628 -2.23867 -1.81664
O -1.87957 -1.10240 -1.64603
C -2.82477 -2.67883 -3.19963
C -2.68157 -2.02827 -4.41166
C -3.07599 -2.68772 -5.57124
C -3.60038 -3.97578 -5.52355
C -3.75848 -4.62314 -4.30371
C -3.37526 -3.94381 -3.16647
H -2.25583 -1.03858 -4.45514
H -2.95983 -2.19553 -6.52959
H -3.87736 -4.48010 -6.44243
H -4.14852 -5.63150 -4.23820
*
```

These are the Löwdin partial charges, in e, on atoms 1 to 2: Cr 0.727; C -0.154

=====

2.
7 unconnected molecules or ions with the total composition C20H38FNO13S2, computed with wB97M-V/def2-TZVPD.

Calculated values
- HOMO energy: -9.75 eV
- LUMO energy: -1.21 eV

Structure (ORCA input):
```
! RIJCOSX wB97M-V def2-TZVPD def2/J DEFGRID3
* xyz 0 1
N -2.55887 -2.35332 0.67372
H -2.27487 -1.49132 1.34772
H -3.55387 -2.25532 0.59872
H -2.58587 -3.30832 0.99872
H -1.93987 -2.28532 -0.12928
F -0.00687 -0.95932 0.68672
C 3.39613 -1.49432 1.43072
C 4.73213 -0.75832 1.93772
C 4.50413 0.77968 1.98972
O 4.42913 1.09768 3.27672
C 4.59613 0.01968 3.97972
O 4.58813 0.04668 5.18472
O 4.75513 -1.05832 3.34872
H 2.55613 -1.26432 2.12072
H 3.71013 -2.56832 1.20472
H 3.16113 -1.02932 0.53972
H 5.55113 -1.32032 1.34072
H 3.71013 1.10668 1.39472
H 5.31813 1.38868 1.69372
C -0.84287 -1.60732 4.46172
C 0.08913 -0.58332 4.18572
C -0.46587 0.64668 3.39372
O -0.43987 1.66568 4.34072
C -0.01787 1.25168 5.45272
O -0.14087 1.97268 6.55072
O 0.31413 -0.00632 5.45272
H -1.59287 -1.20432 5.08572
H -0.52687 -2.53732 4.70372
H -1.76187 -1.84232 3.68172
H 1.10113 -1.00432 3.82272
H -1.37287 0.69268 2.91272
H 0.03913 0.65468 2.47472
C 2.19513 1.85268 -1.97128
C 0.72413 2.31968 -1.79928
C 0.29813 2.45768 -0.25928
O -0.04787 3.73868 -0.04428
C 0.07313 4.38368 -1.20728
O -0.30087 5.57868 -1.32128
O 0.51613 3.65668 -2.12928
H 3.01013 2.45668 -1.36728
H 2.40713 2.10368 -2.99828
H 2.38413 0.83968 -1.88928
H 0.20513 1.53268 -2.25228
H 1.01413 2.49568 0.46372
H -0.67287 1.79468 -0.03928
C -3.06487 1.25468 -0.32228
C -4.60087 1.18068 -0.28128
C -5.08987 1.03568 -1.87328
S -3.86787 -0.03432 -2.42628
O -3.74187 -0.00932 -3.79228
O -4.03187 -1.33132 -1.74028
C -2.47687 0.79968 -1.60728
H -2.96587 0.62068 0.62072
H -2.81787 2.23168 0.07172
H -5.20887 1.99868 0.15572
H -4.90787 0.28068 0.22172
H -4.94987 2.04468 -2.31328
H -6.00987 0.65968 -2.03928
H -2.36387 1.55868 -2.27328
H -1.61287 0.16868 -1.39028
C 1.03913 -1.96032 -2.40228
C -0.30087 -2.34732 -2.78728
C -0.55187 -1.86932 -4.26028
S 0.96013 -1.30532 -4.97028
O 0.96913 0.13268 -4.69528
O 1.27313 -1.79032 -6.23128
C 1.91713 -2.14832 -3.66328
H 1.31613 -2.40232 -1.58628
H 0.96313 -0.85132 -2.10028
H -1.01387 -1.84332 -2.18128
H -0.27687 -3.27432 -2.57828
H -1.12187 -1.08332 -4.40528
H -0.61787 -2.76532 -4.89228
H 2.83713 -1.48332 -3.57128
H 2.04413 -3.07032 -4.00928
*
```

These are the Löwdin partial charges, in e, on atoms 1 to 2: N 0.277; H 0.172

=====

3.
8 unconnected molecules or ions with the total composition C24H34F4N2O14S2, computed with wB97M-V/def2-TZVPD.

Calculated values
- HOMO energy: -8.69 eV
- LUMO energy: 0.33 eV

Structure (ORCA input):
```
! RIJCOSX wB97M-V def2-TZVPD def2/J DEFGRID3
* xyz 0 1
C -2.22193 -3.61015 0.70646
S -3.15825 -3.51689 2.28419
O -4.29442 -2.60476 1.99492
C -3.74574 -5.17862 2.19870
H -1.58610 -2.76308 0.83903
H -3.00837 -3.41076 -0.04766
H -1.58903 -4.45971 0.54129
H -4.32342 -5.50789 3.05027
H -2.90303 -5.79912 2.00664
H -4.30403 -5.33162 1.31180
C -5.65671 0.88832 0.22506
S -4.74722 -0.36514 -0.53760
O -4.68594 0.05149 -1.99439
C -5.96024 -1.72939 -0.40403
H -5.73931 0.72707 1.25387
H -6.52575 1.11444 -0.32908
H -4.97900 1.81734 0.08818
H -6.85259 -1.35077 -0.95837
H -6.12345 -1.79520 0.70847
H -5.47800 -2.57098 -0.86188
C 3.42406 -2.33430 0.89636
C 2.55041 -2.63417 -0.28419
O 1.34167 -2.99312 0.31163
C 1.51487 -3.23906 1.62093
O 0.66186 -3.72994 2.33594
O 2.72502 -2.83294 1.99005
F 3.07188 -3.69383 -0.99769
H 3.61356 -1.27905 1.02304
H 4.44244 -2.81186 0.76611
H 2.34557 -1.79511 -0.91759
C 2.37512 -4.01887 5.30984
C 1.94840 -2.53233 5.32854
O 2.92770 -1.97340 4.56692
C 4.01943 -2.72582 4.44895
O 4.97561 -2.32434 3.92170
O 3.76685 -3.95035 4.94827
F 2.02288 -2.04740 6.62453
H 1.87711 -4.61677 4.46222
H 2.34707 -4.39706 6.30291
H 0.96242 -2.26804 4.90785
C -2.32396 1.96376 -2.88071
C -2.53576 1.02461 -4.04400
O -1.67118 -0.10342 -3.66175
C -1.01162 0.16832 -2.53225
O -0.24215 -0.57287 -1.96031
O -1.30692 1.43132 -2.10156
F -1.99002 1.42429 -5.21364
H -3.26598 2.04069 -2.29826
H -2.03680 2.96951 -3.27359
H -3.49657 0.72533 -4.19010
C 1.88075 4.59544 -4.20125
C 1.21086 3.45146 -3.44060
O 2.24678 2.59264 -3.03561
C 3.33863 2.82520 -3.89345
O 4.27612 2.13530 -3.88874
O 3.10915 3.98152 -4.55969
F 0.39508 2.78479 -4.33403
H 2.04807 5.57843 -3.65649
H 1.28657 4.76773 -5.13428
H 0.68514 3.64717 -2.51629
N 1.56148 0.30451 -0.05701
C 1.67171 0.56754 1.26600
C 2.94113 1.06708 1.51066
C 3.63905 1.06163 0.26065
C 2.75231 0.55885 -0.68267
H 0.73612 0.00456 -0.55821
H 0.89885 0.34986 1.96356
H 3.34840 1.12636 2.50755
H 4.66364 1.23873 0.05300
H 2.73057 0.57266 -1.78386
N 1.36936 3.87220 -0.19752
C 0.06358 4.22152 -0.15687
C -0.04431 5.58516 -0.27738
C 1.29930 6.07161 -0.55019
C 2.09830 4.98839 -0.52800
H 1.73316 2.92560 -0.20357
H -0.66200 3.46266 0.12082
H -0.99704 6.04143 -0.24693
H 1.41473 7.16831 -0.61232
H 3.15412 4.97330 -0.65330
*
```

These are the Löwdin partial charges, in e, on atoms 1 to 2: C -0.225; S 0.839

=====

4.
A molecular structure, C15H19ClN2O2, computed with wB97M-V/def2-TZVPD.

Calculated values
- HOMO energy: -7.67 eV
- LUMO energy: 0.49 eV

Structure (ORCA input):
```
! RIJCOSX wB97M-V def2-TZVPD def2/J DEFGRID3
* xyz 0 1
C -5.60430 -0.60932 -2.84695
H -6.68837 -0.93571 -2.71118
H -5.80358 0.50481 -3.35906
C -4.82480 -0.46963 -1.51749
C -5.51238 0.51683 -0.33219
C -4.66495 0.26726 0.92613
H -5.16467 0.74592 1.74402
H -4.61125 -0.60407 1.15346
C -3.21882 0.94235 0.62089
C -2.62762 0.20041 -0.44987
N -1.32740 -0.34616 -0.69599
N -0.41288 -0.06208 0.45796
C -0.20479 1.17002 1.27453
O -0.72879 2.05539 0.85362
C 1.05683 0.99943 2.05138
O 2.00711 -0.23799 1.69383
C 2.66582 0.11516 0.70096
C 2.63414 1.18160 -0.21138
C 3.37029 1.46694 -1.49714
C 4.43585 0.33322 -1.68724
C 4.58665 -0.57849 -0.85831
C 3.80868 -0.99643 0.17256
Cl 3.84193 -2.28902 1.13295
H 5.32168 -1.60536 -1.08773
H 5.11309 0.79639 -2.70752
H 3.27051 2.29744 -2.02887
H 1.83026 2.03605 0.09770
H 1.50047 1.86182 2.00922
H 0.73616 0.42065 3.08667
H 0.07232 -0.97349 0.65860
C -3.35245 0.08891 -1.87967
H -2.75801 -0.44553 -2.44473
H -3.47348 1.03083 -2.23929
H -2.71530 0.75755 1.70198
H -3.29266 1.93208 0.51545
H -6.50934 -0.10698 -0.52072
H -5.57583 1.53990 -0.87060
H -4.70184 -1.79660 -1.14930
H -5.00342 -1.15508 -3.63103
*
```

These are the natural (NBO) partial charges, in e, on atoms 1 to 2: C -0.644; H 0.216

=====

What did we get for strongest force on any atom? Answer: 1.664 10.021 4.261 16.717 eV/Å, in the order shown.
What did we get for DFT total energy? Answer: -7457.55362 -2713.61421 -3293.60234 -1302.65268 hartree, in the order shown.